Record 1
{
  "formula": "C39H70ClFINO3",
  "method": "ωB97M-V/def2-TZVPD",
  "species": ["C", "C", "O", "C", "C", "F", "C", "C", "C", "C", "I", "C", "C", "C", "C", "O", "C", "N", "C", "Cl", "C", "O", "H", "H", "H", "H", "H", "H", "H", "H", "H", "H", "H", "H", "H", "H", "C", "C", "C", "C", "C", "C", "H", "H", "H", "H", "H", "H", "H", "H", "H", "H", "H", "H", "H", "H", "C", "C", "C", "C", "C", "C", "H", "H", "H", "H", "H", "H", "H", "H", "H", "H", "H", "H", "H", "H", "C", "C", "C", "C", "C", "C", "H", "H", "H", "H", "H", "H", "H", "H", "H", "H", "H", "H", "H", "H", "C", "C", "C", "C", "C", "C", "H", "H", "H", "H", "H", "H", "H", "H", "H", "H", "H", "H", "H", "H"],
  "xyz": [[4.821, -4.132, -2.867], [4.587, -3.045, -1.843], [4.341, -1.806, -2.534], [3.243, -1.120, -2.130], [1.964, -1.676, -2.197], [1.850, -2.939, -2.652], [0.820, -0.995, -1.820], [-0.546, -1.619, -1.895], [-0.849, -2.748, -0.860], [-0.583, -4.158, -1.387], [0.213, -2.477, 1.004], [0.950, 0.323, -1.378], [2.210, 0.889, -1.290], [3.359, 0.192, -1.661], [4.664, 0.900, -1.538], [5.594, 0.713, -2.271], [4.742, 1.906, -0.436], [5.974, 2.140, 0.220], [3.631, 2.569, -0.103], [3.562, 3.755, 1.122], [2.347, 2.284, -0.805], [1.500, 3.113, -0.972], [3.892, -4.385, -3.370], [5.286, -5.008, -2.429], [5.482, -3.727, -3.629], [3.790, -3.290, -1.147], [5.513, -2.911, -1.285], [-0.723, -2.021, -2.888], [-1.287, -0.850, -1.711], [-1.892, -2.673, -0.582], [0.426, -4.480, -1.154], [-0.673, -4.171, -2.469], [-1.244, -4.887, -0.930], [0.065, 0.870, -1.097], [6.203, 1.344, 0.803], [6.719, 2.297, -0.447], [4.132, 4.334, 4.643], [3.014, 5.359, 4.819], [3.363, 6.738, 4.260], [4.557, 7.421, 4.928], [4.426, 7.615, 6.438], [3.257, 8.512, 6.834], [5.037, 4.627, 5.176], [3.824, 3.361, 5.028], [4.381, 4.215, 3.589], [2.748, 5.434, 5.877], [2.120, 4.995, 4.306], [2.483, 7.382, 4.335], [3.575, 6.642, 3.190], [4.706, 8.397, 4.457], [5.467, 6.849, 4.724], [5.352, 8.058, 6.811], [4.329, 6.647, 6.937], [3.354, 9.500, 6.380], [3.221, 8.644, 7.917], [2.300, 8.089, 6.525], [0.120, 4.951, -7.937], [-0.859, 5.040, -6.770], [-0.271, 5.716, -5.533], [0.928, 4.995, -4.913], [0.665, 3.548, -4.501], [-0.405, 3.410, -3.423], [0.996, 4.352, -7.684], [-0.353, 4.488, -8.804], [0.463, 5.945, -8.233], [-1.220, 4.039, -6.519], [-1.736, 5.609, -7.090], [-1.058, 5.826, -4.782], [0.036, 6.733, -5.797], [1.254, 5.559, -4.034], [1.769, 5.017, -5.612], [1.599, 3.121, -4.124], [0.388, 2.950, -5.374], [-0.128, 3.964, -2.530], [-0.532, 2.363, -3.142], [-1.376, 3.777, -3.767], [-3.334, -7.617, 5.021], [-2.171, -8.273, 4.282], [-1.028, -7.309, 3.968], [-1.401, -6.145, 3.048], [-1.970, -6.546, 1.689], [-0.990, -7.341, 0.831], [-3.793, -6.825, 4.428], [-4.110, -8.349, 5.247], [-2.998, -7.182, 5.965], [-2.538, -8.737, 3.362], [-1.778, -9.087, 4.897], [-0.200, -7.873, 3.529], [-0.645, -6.897, 4.907], [-0.510, -5.530, 2.888], [-2.122, -5.498, 3.554], [-2.248, -5.633, 1.151], [-2.893, -7.118, 1.817], [-0.075, -6.769, 0.657], [-1.428, -7.578, -0.140], [-0.714, -8.285, 1.303], [-8.386, -0.651, 0.390], [-6.923, -0.909, 0.736], [-5.987, -0.805, -0.468], [-6.255, -1.818, -1.582], [-6.200, -3.282, -1.148], [-4.831, -3.703, -0.624], [-8.769, -1.384, -0.322], [-9.009, -0.708, 1.284], [-8.514, 0.343, -0.044], [-6.826, -1.891, 1.207], [-6.604, -0.179, 1.484], [-4.954, -0.906, -0.122], [-6.064, 0.201, -0.891], [-5.523, -1.657, -2.380], [-7.233, -1.620, -2.030], [-6.456, -3.908, -2.007], [-6.959, -3.482, -0.388], [-4.061, -3.549, -1.386], [-4.827, -4.760, -0.354], [-4.548, -3.137, 0.266]],
  "e_homo_ev": -9.4,
  "smiles": "CCOc1c(F)c(C[C@@H](C)I)cc2c1C(=O)C(N)=C(Cl)C2=O.CCCCCC.CCCCCC.CCCCCC.CCCCCC",
  "e_lumo_ev": -0.96,
  "gap_ev": 8.44,
  "spin_multiplicity": 1
}

***

Record 2
{
  "formula": "C4H33NO13",
  "method": "ωB97M-V/def2-TZVPD",
  "species": ["C", "N", "C", "C", "O", "C", "O", "H", "H", "H", "H", "H", "H", "H", "H", "H", "H", "H", "H", "H", "O", "H", "H", "O", "H", "H", "O", "H", "H", "O", "H", "H", "O", "H", "H", "O", "H", "H", "O", "H", "H", "O", "H", "H", "O", "H", "H", "O", "H", "H", "O"],
  "xyz": [[1.421, -0.235, 0.346], [0.308, 0.022, -0.536], [-0.944, -0.592, -0.161], [-2.083, -0.257, -1.174], [-3.257, -0.937, -0.852], [-0.815, -2.149, -0.133], [-1.873, -2.654, 0.664], [2.376, -0.040, -0.118], [1.551, -1.212, 0.809], [1.364, 0.429, 1.242], [0.556, -0.317, -1.478], [-1.284, -0.147, 0.783], [-1.724, -0.428, -2.219], [-2.428, 0.754, -1.237], [-3.296, -1.881, -1.043], [0.157, -2.457, 0.263], [-0.980, -2.652, -1.109], [-2.547, -1.953, 0.697], [0.464, -4.524, 1.330], [1.778, -3.626, 1.250], [1.341, -4.355, 1.703], [2.846, 0.122, -3.753], [1.568, 0.437, -3.050], [2.048, -0.316, -3.425], [-1.169, 1.947, -3.550], [-0.214, 0.736, -3.763], [-0.765, 1.191, -3.109], [-1.415, 2.976, 1.282], [-2.048, 2.516, -0.050], [-2.031, 2.335, 0.895], [0.138, -3.081, 3.603], [-0.683, -2.737, 2.194], [-0.689, -2.983, 3.118], [0.850, 3.056, -2.866], [1.731, 3.022, -1.856], [1.801, 2.833, -2.806], [-0.099, 2.107, -0.945], [-0.337, 3.305, -0.173], [-0.251, 3.048, -1.120], [0.957, 3.737, 1.738], [-0.217, 4.585, 2.192], [0.199, 4.224, 1.396], [3.996, -2.666, -1.023], [3.074, -3.220, -2.141], [3.153, -3.097, -1.190], [-0.938, -1.020, 3.546], [-1.665, 0.146, 3.071], [-0.742, -0.107, 3.228], [0.165, 1.303, 2.854], [0.148, 2.601, 3.739], [0.505, 2.206, 2.939]],
  "s2": 0.75,
  "e_homo_ev": [-14.0, -14.0],
  "e_lumo_ev": [-2.69, -8.38],
  "gap_ev": [11.32, 5.63],
  "relative_energy_kcal_mol": 39.7,
  "total_charge": 1,
  "spin_multiplicity": 2
}

***

Record 3
{
  "formula": "C6H9Br",
  "method": "ωB97M-V/def2-TZVPD",
  "species": ["C", "C", "C", "Br", "C", "C", "C", "H", "H", "H", "H", "H", "H", "H", "H", "H"],
  "xyz": [[0.878, -2.903, 0.295], [1.048, -1.810, -0.130], [1.504, -0.140, -0.770], [3.215, 0.153, -0.012], [0.398, 0.811, -0.146], [0.222, 0.394, 1.245], [-0.863, 0.443, -0.919], [0.775, -3.706, 0.926], [1.355, -0.105, -1.869], [0.666, 1.767, -0.272], [0.112, -0.706, 1.307], [1.102, 0.602, 1.895], [-0.610, 0.881, 1.714], [-1.231, -0.525, -0.745], [-0.566, 0.629, -1.940], [-1.654, 1.197, -0.777]],
  "e_homo_ev": -10.1,
  "smiles": "C#C[C@H](Br)C(C)C",
  "e_lumo_ev": 0.89,
  "gap_ev": 11.01,
  "relative_energy_kcal_mol": 74.1,
  "spin_multiplicity": 1
}

***

Record 4
{
  "formula": "C21H57BrO28P6",
  "method": "ωB97M-V/def2-TZVPD",
  "species": ["O", "C", "Br", "C", "O", "C", "O", "O", "H", "H", "H", "C", "O", "P", "O", "O", "C", "O", "C", "H", "H", "H", "H", "H", "H", "H", "H", "H", "C", "O", "P", "O", "O", "C", "O", "C", "H", "H", "H", "H", "H", "H", "H", "H", "H", "C", "O", "P", "O", "O", "C", "O", "C", "H", "H", "H", "H", "H", "H", "H", "H", "H", "C", "O", "P", "O", "O", "C", "O", "C", "H", "H", "H", "H", "H", "H", "H", "H", "H", "C", "O", "P", "O", "O", "C", "O", "C", "H", "H", "H", "H", "H", "H", "H", "H", "H", "C", "O", "P", "O", "O", "C", "O", "C", "H", "H", "H", "H", "H", "H", "H", "H", "H"],
  "xyz": [[3.330, 5.740, -1.919], [2.387, 5.808, -2.578], [1.748, 7.596, -3.062], [1.684, 4.517, -3.085], [2.701, 3.490, -3.049], [2.279, 2.472, -3.891], [1.425, 1.748, -3.516], [2.881, 2.409, -5.087], [0.855, 4.186, -2.434], [1.317, 4.707, -4.115], [3.204, 3.302, -5.296], [3.040, -0.895, -4.649], [2.004, -1.761, -5.149], [2.055, -3.444, -4.896], [1.348, -3.798, -6.172], [0.982, -3.338, -3.657], [1.054, -2.315, -2.668], [2.496, -5.008, -4.457], [1.465, -5.942, -4.178], [3.260, -0.151, -5.415], [2.685, -0.363, -3.767], [3.948, -1.451, -4.411], [0.499, -1.438, -3.012], [2.084, -2.046, -2.434], [0.580, -2.671, -1.753], [0.772, -6.019, -5.017], [0.929, -5.678, -3.266], [1.939, -6.911, -4.017], [-0.460, -1.263, 3.855], [-0.214, -2.349, 2.940], [1.269, -2.495, 2.118], [0.676, -3.116, 0.887], [1.770, -3.657, 3.172], [1.572, -3.562, 4.574], [2.832, -2.311, 1.530], [3.572, -3.484, 1.193], [-1.477, -0.904, 3.700], [-0.387, -1.615, 4.886], [0.240, -0.443, 3.694], [0.597, -3.979, 4.835], [1.652, -2.535, 4.932], [2.335, -4.159, 5.074], [3.025, -4.098, 0.477], [3.816, -4.063, 2.079], [4.510, -3.163, 0.740], [7.307, -8.796, 1.642], [7.095, -7.397, 1.379], [7.005, -6.260, 2.645], [6.053, -5.343, 1.937], [8.561, -5.792, 2.373], [9.611, -6.714, 2.120], [6.994, -5.466, 4.129], [7.489, -4.135, 4.185], [6.661, -9.372, 0.980], [8.340, -9.066, 1.414], [7.082, -9.053, 2.678], [9.661, -6.926, 1.050], [9.489, -7.640, 2.683], [10.555, -6.256, 2.415], [6.970, -3.497, 3.469], [8.563, -4.105, 4.010], [7.304, -3.762, 5.193], [-1.366, 1.316, 0.045], [-1.771, 1.668, 1.383], [-1.229, 3.109, 2.136], [-1.283, 2.466, 3.503], [-2.679, 3.823, 1.811], [-3.297, 3.757, 0.532], [-0.655, 4.581, 2.740], [-1.471, 5.306, 3.646], [-1.153, 0.247, 0.019], [-2.182, 1.507, -0.654], [-0.478, 1.868, -0.269], [-3.912, 2.856, 0.472], [-2.566, 3.773, -0.277], [-3.955, 4.618, 0.415], [-1.744, 4.688, 4.502], [-2.364, 5.690, 3.156], [-0.889, 6.160, 3.995], [-7.177, 6.585, -0.081], [-5.980, 7.385, -0.116], [-6.070, 9.066, -0.386], [-4.745, 9.166, -1.082], [-5.886, 9.384, 1.218], [-6.551, 8.644, 2.233], [-6.594, 10.634, -0.696], [-5.851, 11.712, -0.147], [-6.988, 5.653, -0.613], [-7.423, 6.332, 0.952], [-8.016, 7.105, -0.544], [-5.949, 7.774, 2.504], [-7.549, 8.332, 1.925], [-6.646, 9.274, 3.117], [-4.803, 11.652, -0.441], [-5.938, 11.739, 0.939], [-6.279, 12.635, -0.539], [-5.183, -3.449, -3.746], [-5.069, -2.277, -2.919], [-5.170, -2.378, -1.221], [-5.778, -1.018, -1.037], [-3.537, -2.298, -1.067], [-2.640, -3.010, -1.911], [-5.348, -2.906, 0.367], [-4.646, -2.213, 1.388], [-5.795, -3.200, -4.613], [-4.198, -3.746, -4.110], [-5.641, -4.282, -3.210], [-2.421, -2.406, -2.795], [-3.033, -3.984, -2.203], [-1.705, -3.166, -1.373], [-4.881, -1.148, 1.368], [-3.570, -2.365, 1.302], [-4.966, -2.630, 2.343]],
  "e_homo_ev": -9.4,
  "smiles": "O=C(Br)COC(=O)O.COP(=O)(OC)OC.COP(=O)(OC)OC.COP(=O)(OC)OC.COP(=O)(OC)OC.COP(=O)(OC)OC.COP(=O)(OC)OC",
  "e_lumo_ev": -2.60,
  "gap_ev": 6.79,
  "spin_multiplicity": 1
}

***

Record 5
{
  "formula": "C22H33N3P",
  "method": "ωB97M-V/def2-TZVPD",
  "species": ["C", "N", "C", "C", "C", "C", "C", "C", "C", "H", "H", "H", "H", "H", "H", "H", "H", "H", "H", "C", "C", "C", "C", "N", "P", "H", "N", "C", "C", "C", "C", "C", "C", "C", "C", "C", "C", "H", "H", "H", "H", "H", "H", "H", "H", "H", "H", "H", "H", "H", "H", "H", "H", "H", "H", "H", "H", "H", "H"],
  "xyz": [[0.070, -3.141, -3.269], [0.917, -2.470, -2.301], [2.288, -2.567, -2.308], [2.817, -3.830, -2.646], [4.189, -4.038, -2.587], [5.054, -2.971, -2.290], [4.530, -1.715, -1.955], [3.155, -1.499, -1.923], [0.236, -1.650, -1.336], [0.626, -3.416, -4.175], [-0.413, -4.056, -2.889], [-0.716, -2.439, -3.565], [2.111, -4.628, -2.878], [4.565, -5.038, -2.798], [6.130, -3.137, -2.270], [5.213, -0.889, -1.724], [2.742, -0.523, -1.659], [0.626, -1.793, -0.316], [-0.828, -1.899, -1.351], [-4.044, 0.232, -0.764], [-3.146, 1.462, -0.641], [-2.612, 1.798, -2.035], [-3.913, 2.660, -0.098], [-1.985, 1.190, 0.239], [-0.546, 2.047, 0.015], [0.390, -0.639, -1.654], [0.150, 1.208, 1.308], [1.543, 1.510, 1.716], [1.536, 2.714, 2.650], [2.341, 1.860, 0.461], [2.203, 0.296, 2.371], [-0.854, 0.800, 2.226], [-2.114, 0.790, 1.594], [-3.278, 0.653, 2.337], [-3.177, 0.500, 3.731], [-1.928, 0.509, 4.356], [-0.753, 0.671, 3.604], [-4.473, -0.085, 0.190], [-4.869, 0.500, -1.440], [-3.496, -0.612, -1.209], [-1.954, 2.683, -2.035], [-2.066, 0.951, -2.475], [-3.468, 2.017, -2.686], [-3.237, 3.516, 0.032], [-4.695, 2.926, -0.820], [-4.388, 2.424, 0.857], [1.058, 2.472, 3.602], [2.574, 3.007, 2.846], [1.008, 3.554, 2.179], [2.415, 1.003, -0.224], [1.917, 2.718, -0.088], [3.362, 2.128, 0.768], [2.270, -0.547, 1.666], [3.225, 0.595, 2.647], [1.689, -0.038, 3.275], [-4.261, 0.700, 1.869], [-4.086, 0.390, 4.321], [-1.855, 0.405, 5.439], [0.211, 0.731, 4.111]],
  "e_homo_ev": -9.5,
  "e_lumo_ev": -4.84,
  "gap_ev": 4.71,
  "relative_energy_kcal_mol": 0.0,
  "total_charge": 1,
  "spin_multiplicity": 1
}

***

Record 6
{
  "formula": "C11H20Cl2N2O2PRu",
  "method": "ωB97M-V/def2-TZVPD",
  "species": ["C", "C", "H", "H", "H", "O", "Cl", "Ru", "P", "C", "C", "H", "H", "H", "C", "H", "H", "H", "H", "H", "H", "C", "O", "Cl", "C", "C", "C", "C", "N", "N", "C", "H", "H", "H", "H", "H", "H", "H", "H"],
  "xyz": [[-0.845, -2.301, -3.085], [-0.905, -1.077, -2.127], [-1.876, -2.450, -3.384], [-0.471, -3.220, -2.603], [-0.212, -2.125, -3.980], [-1.781, -0.676, -1.373], [2.593, -0.073, -1.170], [0.461, 0.183, -0.300], [0.067, 1.809, -1.936], [-1.513, 2.749, -1.716], [1.203, 3.250, -1.710], [1.172, 1.058, -3.928], [0.342, 2.607, -4.227], [-0.589, 1.083, -4.200], [0.251, 1.620, -3.751], [2.203, 2.854, -1.886], [1.007, 4.108, -2.367], [-1.616, 3.585, -2.420], [-1.563, 3.167, -0.704], [1.143, 3.543, -0.654], [-2.384, 2.100, -1.842], [-1.042, 0.813, 0.462], [-2.075, 1.035, 0.999], [1.468, 2.065, 1.186], [2.112, -1.213, 4.789], [1.114, -1.411, 3.719], [0.049, -2.294, 3.511], [-0.503, -1.973, 2.241], [0.279, -1.011, 1.658], [1.174, -0.677, 2.597], [-1.728, -2.590, 1.678], [1.638, -0.923, 5.732], [2.732, -2.094, 4.998], [2.788, -0.398, 4.513], [-0.296, -3.036, 4.229], [1.726, 0.167, 2.446], [-1.876, -3.605, 2.107], [-2.623, -1.977, 1.907], [-1.624, -2.671, 0.591]],
  "s2": 6.05,
  "e_homo_ev": [-19.7, -20.4],
  "e_lumo_ev": [-12.94, -14.49],
  "gap_ev": [6.74, 5.87],
  "relative_energy_kcal_mol": 49.5,
  "total_charge": 3,
  "spin_multiplicity": 5
}

***

no.,E (Eh)
1,-2666.237148
2,-1204.686734
3,-2807.886668
4,-7562.818211
5,-1363.497021
6,-2046.505640